Entry 1:
Molecular formula: C16H24N4O5
Method: DFT, wB97M-V/def2-TZVPD

Values from the calculation:
SMILES: CNC(=O)[C@H](CC(N)=O)NC(C)=O.CCOC(=O)Cc1ccncc1
Energy relative to the best compared isomer or geometry (same formula, charge and spin): 156.5 kJ/mol
HOMO energy: -9.583 eV

The geometry in XYZ format:
```
49
Properties=species:S:1:pos:R:3:nbo_charge:R:1
C 1.5243 1.2531 -6.4375 -0.409
N 0.6273 0.6823 -5.4358 -0.607
C 0.9807 0.4374 -4.1661 0.669
O 2.1198 0.6503 -3.7656 -0.602
C -0.1071 -0.1556 -3.2354 -0.116
C 0.4159 -0.6946 -1.8862 -0.501
C 0.3873 0.3627 -0.7978 0.667
N -0.3047 0.0896 0.2847 -0.813
O 0.9173 1.4513 -0.9034 -0.630
N -0.9494 -1.1747 -3.8864 -0.625
C -0.4981 -2.2738 -4.4941 0.666
C -1.5417 -3.1702 -5.1171 -0.708
O 0.6824 -2.5748 -4.5631 -0.613
H 1.9265 2.1994 -6.0697 0.213
H 2.3564 0.5684 -6.6136 0.212
H 0.9910 1.4249 -7.3730 0.203
H -0.3032 0.4294 -5.7194 0.389
H -0.7646 0.6848 -3.0092 0.228
H 1.4361 -1.0628 -1.9969 0.276
H -0.1970 -1.5362 -1.5667 0.204
H -0.3745 0.8255 0.9608 0.409
H -0.7785 -0.7881 0.3787 0.393
H -1.9456 -1.0348 -3.8737 0.397
H -1.0428 -4.0289 -5.5658 0.249
H -2.0798 -2.6215 -5.8872 0.221
H -2.2314 -3.5132 -4.3487 0.223
C -0.0643 2.5230 2.3928 -0.670
C 1.3356 1.9958 2.7104 -0.074
O 1.7547 2.4525 4.0036 -0.524
C 1.0170 2.0418 5.0615 0.817
O 0.3570 2.7857 5.7736 -0.550
C 1.0751 0.5760 5.4721 -0.553
C -0.1119 -0.2281 5.0086 0.032
C -1.3524 -0.1192 5.6355 -0.254
C -2.3950 -0.9713 5.2642 0.042
N -2.2529 -1.8978 4.3013 -0.421
C -1.0696 -2.0010 3.6805 0.030
C 0.0140 -1.1836 4.0013 -0.271
H -0.2420 2.5292 1.3156 0.228
H -0.1618 3.5552 2.7441 0.244
H -0.8304 1.9134 2.8821 0.207
H 2.0367 2.3882 1.9655 0.220
H 1.3646 0.9053 2.6383 0.172
H 1.1350 0.5282 6.5631 0.256
H 2.0005 0.1434 5.0839 0.228
H -1.5123 0.6062 6.4274 0.233
H -3.3520 -0.8827 5.7688 0.200
H -0.9482 -2.7532 2.9073 0.192
H 0.9561 -1.3372 3.4863 0.218
```



Entry 2:
Molecular formula: C16H24N5O2Pd
Method: DFT, wB97M-V/def2-TZVPD

Values from the calculation:
<S²>: 2.005
Multiplicity: 3
Total charge: +1
Energy relative to the best compared isomer or geometry (same formula, charge and spin): 76.8 kJ/mol
HOMO energy (spin up / spin down): -8.915 / -11.372 eV

The geometry in XYZ format:
```
48
Properties=species:S:1:pos:R:3:mulliken_spin:R:1
Pd 0.5838 -0.5665 0.1070 1.335
N 0.5487 -1.0408 2.1537 0.108
C -0.5627 -1.1718 3.1405 0.010
C -1.8425 -1.8127 2.6381 0.000
C -2.6150 -1.0042 1.6004 0.004
C -2.4569 -1.3185 0.0658 -0.003
N -1.0975 -1.7471 -0.2096 0.087
H 1.1511 -1.8433 2.1107 -0.028
H 1.1689 -0.3038 2.5700 -0.002
H -0.8165 -0.1461 3.4165 0.001
H -0.1664 -1.7372 4.0085 0.005
H -2.4872 -1.8008 3.5168 -0.001
H -1.7163 -2.8943 2.4459 0.001
H -2.5223 0.0746 1.7094 -0.001
H -3.6733 -1.1970 1.8442 0.000
H -2.5846 -0.4033 -0.6104 0.005
H -3.1422 -2.0516 -0.3393 0.001
H -1.0028 -2.1207 -1.1395 -0.003
H -0.7573 -2.5528 0.3464 -0.022
N -1.0026 1.2658 -2.2427 -0.002
C -0.0720 0.3603 -2.7289 0.002
C -0.1544 0.0940 -4.1473 0.006
C 0.5288 -0.9604 -4.6388 -0.003
C 1.4948 -1.5614 -3.8627 0.024
C 1.5772 -1.2068 -2.5600 -0.015
N 0.6648 -0.4061 -1.9204 0.030
C -0.7979 2.0279 -1.0574 0.012
C -1.9267 2.3043 -0.2513 0.001
C -1.7028 3.0461 0.8763 0.006
C -0.4397 3.3219 1.2568 -0.001
C 0.6214 2.8906 0.4303 0.003
N 0.4716 2.1840 -0.6912 0.016
H -1.7942 1.4400 -2.8659 0.000
H -0.8232 0.6898 -4.7391 0.001
H 0.2777 -1.2565 -5.6559 0.000
H 2.2205 -2.1841 -4.3221 0.001
H 2.4442 -1.5688 -1.9957 0.012
H -2.9591 2.0898 -0.5966 0.000
H -2.6163 3.3513 1.3626 0.000
H -0.2722 3.9233 2.1237 0.000
H 1.5960 3.1240 0.6925 0.000
C 4.2623 0.5416 1.7017 0.011
O 2.8878 0.1519 1.6300 0.021
C 2.5204 -0.0180 0.2795 0.239
O 3.2032 0.3270 -0.6522 0.128
H 4.8420 -0.3660 1.4293 0.003
H 4.4733 0.6911 2.7652 0.004
H 4.4662 1.3411 1.0051 0.003
```



Entry 3:
Molecular formula: C16H24N8
Method: DFT, wB97M-V/def2-TZVPD

Values from the calculation:
SMILES: CC#N.CC#N.CC#N.CC#N.CC#N.CC#N.CC#N.CC#N
Energy relative to the best compared isomer or geometry (same formula, charge and spin): 188.6 kJ/mol
HOMO energy: -11.178 eV

The geometry in XYZ format:
```
48
Properties=species:S:1:pos:R:3:nbo_charge:R:1
C 6.6742 -24.0549 -10.6762 -0.710
C 7.3144 -22.7310 -10.9279 0.293
N 7.8432 -21.7093 -11.1538 -0.361
H 7.1086 -24.8413 -11.2933 0.259
H 5.6543 -23.8979 -11.0275 0.251
H 6.8464 -24.2152 -9.6119 0.268
C 11.8801 -25.7471 -13.7935 -0.713
C 12.7169 -26.0347 -12.6189 0.281
N 13.3925 -26.2649 -11.7198 -0.327
H 12.4338 -25.0276 -14.3967 0.256
H 10.9062 -25.3704 -13.4810 0.252
H 11.7671 -26.7113 -14.2891 0.252
C 6.9616 -29.4760 -9.1400 -0.720
C 7.3103 -30.2389 -7.9370 0.287
N 7.6147 -30.8741 -6.9987 -0.341
H 7.0305 -30.2400 -9.9145 0.253
H 7.6730 -28.6811 -9.3640 0.261
H 5.9404 -29.0987 -9.0859 0.260
C 4.8080 -19.6525 -12.6447 -0.744
C 5.0666 -18.3315 -13.1020 0.284
N 5.2579 -17.1933 -13.4987 -0.322
H 4.1758 -19.7360 -11.7608 0.256
H 5.7231 -20.2011 -12.4214 0.273
H 4.3167 -20.2005 -13.4488 0.251
C 4.7661 -27.1246 -5.9095 -0.710
C 5.2556 -26.7658 -7.3359 0.321
N 5.6695 -26.5350 -8.3910 -0.387
H 5.2858 -28.0079 -5.5382 0.265
H 3.7162 -27.4129 -5.8588 0.256
H 4.8871 -26.3117 -5.1935 0.258
C 8.9492 -20.3827 -16.1076 -0.719
C 9.6533 -19.1110 -15.8246 0.282
N 10.2482 -18.1209 -15.6725 -0.320
H 8.0184 -20.3247 -16.6718 0.254
H 8.8353 -20.9080 -15.1593 0.255
H 9.6130 -20.9872 -16.7257 0.248
C 2.9057 -25.9427 -11.3311 -0.717
C 2.2128 -27.0812 -12.0406 0.300
N 1.7434 -27.9772 -12.6241 -0.360
H 2.5599 -25.7830 -10.3098 0.251
H 2.6239 -25.1174 -11.9851 0.253
H 3.9892 -25.9892 -11.4411 0.271
C 3.9289 -27.2126 -16.0430 -0.730
C 4.4356 -26.4635 -14.8983 0.327
N 4.8602 -25.9295 -13.9628 -0.385
H 2.8520 -27.3249 -16.1680 0.272
H 4.4903 -28.1442 -15.9721 0.262
H 4.1828 -26.6948 -16.9680 0.255
```